ORCA calculation (ωB97M-V with the def2-TZVPD basis set) on C45H60N8NaPS as an isolated structure.

Summary:
Relative energy (zero: lowest compared OMol25 entry of this formula, charge and spin) in eV: 0.000
LUMO in eV: 0.30
Largest force on an atom in Eh/bohr: 0.0054
HOMO level in eV: -5.158
Calculated total energy in Ha: -3090.69235

Last column: Mulliken charge in e.
Atoms and positions in Å:
Na -0.219 -0.067 0.150  1.153
C -2.506 2.319 3.443  -0.864
C -1.137 1.988 4.021  -0.768
N -0.145 1.745 2.992  1.452
C 1.209 1.618 3.496  -0.998
C 2.125 0.819 2.568  -0.532
N 1.975 1.143 1.153  0.531
C 2.411 2.502 0.801  -0.917
C 1.275 3.494 0.573  -0.606
C 0.489 3.255 -0.714  -0.553
N -0.590 2.274 -0.573  0.948
C -1.792 2.824 0.043  -1.052
C -2.840 1.743 0.284  0.016
N -2.527 0.830 1.390  0.107
C -3.178 1.198 2.651  -1.036
H -2.429 3.218 2.829  0.197
H -3.176 2.571 4.271  0.557
H -1.231 1.137 4.722  0.288
H -0.792 2.833 4.627  0.530
H -0.417 0.950 2.431  -1.104
H 1.243 1.114 4.476  0.378
H 1.615 2.624 3.656  0.388
H 1.908 -0.244 2.687  0.030
H 3.157 0.978 2.917  0.444
H 2.511 0.474 0.613  -0.191
H 3.017 2.438 -0.106  0.278
H 3.073 2.893 1.587  0.363
H 1.713 4.496 0.530  0.529
H 0.600 3.472 1.431  0.027
H 1.174 2.884 -1.482  0.109
H 0.092 4.213 -1.085  0.418
H -0.839 1.927 -1.495  -0.741
H -2.241 3.610 -0.587  0.498
H -1.506 3.294 0.984  0.433
H -2.935 1.155 -0.633  -0.421
H -3.814 2.225 0.446  0.412
H -2.808 -0.109 1.129  -0.192
H -3.229 0.303 3.280  0.490
H -4.222 1.495 2.467  0.552
C -4.188 -2.099 -3.502  -1.007
C -4.189 -0.596 -3.581  1.547
C -5.391 0.046 -3.891  -0.950
C -5.488 1.422 -4.017  -0.887
C -4.359 2.205 -3.824  -0.852
C -3.165 1.587 -3.495  -0.945
C -3.050 0.198 -3.375  0.266
P -1.352 -0.325 -2.869  1.684
C -0.390 0.267 -4.326  -0.179
C 0.728 1.040 -4.003  -0.330
C 1.479 1.687 -4.975  -0.689
C 1.117 1.553 -6.306  -1.029
C 0.023 0.768 -6.644  -0.755
C -0.746 0.124 -5.676  1.548
C -1.948 -0.668 -6.113  -1.697
C -1.160 -2.094 -2.753  1.306
C -0.496 -2.879 -3.701  -0.691
C -0.165 -4.196 -3.456  -1.154
C -0.485 -4.727 -2.189  -0.572
C -1.133 -3.987 -1.239  -1.186
C -1.568 -2.639 -1.480  1.134
C -2.312 -1.920 -0.549  -2.021
H -5.179 -2.481 -3.747  0.505
H -3.919 -2.444 -2.503  0.167
H -3.470 -2.546 -4.190  0.194
H -6.273 -0.564 -4.049  0.396
H -6.438 1.878 -4.266  0.382
H -4.407 3.282 -3.919  0.457
H -2.283 2.202 -3.336  0.301
H 1.013 1.149 -2.961  -0.262
H 2.326 2.295 -4.681  0.551
H 1.674 2.064 -7.083  0.371
H -0.256 0.661 -7.687  0.498
H -1.793 -1.078 -7.112  0.564
H -2.839 -0.035 -6.140  0.284
H -2.158 -1.491 -5.432  0.004
H -0.210 -2.427 -4.646  0.238
H 0.343 -4.793 -4.201  0.378
H -0.209 -5.751 -1.956  0.406
H -1.372 -4.434 -0.279  0.420
H -2.601 -2.403 0.379  0.172
H -2.921 -1.077 -0.862  0.574
C 2.499 -3.255 -1.614  -1.015
C 2.650 -4.260 -0.681  -1.148
C 2.119 -4.081 0.587  -1.043
C 1.464 -2.894 0.881  0.482
N 1.317 -1.920 -0.021  0.818
C 1.816 -2.108 -1.238  -0.768
C 0.861 -2.658 2.228  0.447
C 1.337 -3.325 3.355  -1.029
C 0.734 -3.099 4.580  -0.823
C -0.331 -2.217 4.646  -1.067
C -0.722 -1.582 3.477  0.130
N -0.141 -1.777 2.298  0.869
H 2.878 -3.351 -2.622  0.480
H 3.155 -5.183 -0.935  0.381
H 2.188 -4.870 1.323  0.458
H 1.676 -1.301 -1.948  0.867
H 2.181 -3.995 3.278  0.492
H 1.093 -3.602 5.469  0.414
H -0.843 -2.011 5.576  0.497
H -1.540 -0.872 3.489  0.116
S 4.167 0.383 -1.894  -0.467
C 4.645 0.559 -3.498  0.255
N 4.161 -0.244 -4.459  0.107
C 4.532 -0.197 -5.865  -0.635
C 5.024 1.194 -6.220  -0.421
C 6.075 1.632 -5.214  -0.768
N 5.533 1.500 -3.872  -0.127
H 3.456 -0.892 -4.152  -0.023
H 3.654 -0.459 -6.454  0.370
H 5.312 -0.937 -6.074  0.423
H 4.188 1.897 -6.201  0.077
H 5.444 1.196 -7.226  0.401
H 6.349 2.675 -5.372  0.445
H 6.982 1.030 -5.327  0.278
H 5.922 2.029 -3.110  0.233